Below is a structure of composition C13H17O2 at a distorted geometry, with properties calculated with ωB97M-V with the def2-TZVPD basis set.

XYZ file:
```
32
Properties=species:S:1:pos:R:3
H 0.6327 -0.2441 2.2713
H 0.1928 1.4535 2.3352
H -1.0468 -2.5902 -0.9691
H 2.2940 2.1742 -2.2311
H -3.8219 0.4138 -0.0679
C 1.0881 -1.0404 -0.9234
O 1.6722 -2.8286 0.8013
C -1.9245 0.5539 0.8021
H -3.4219 -2.0019 -0.2458
H -2.2961 1.4621 1.1502
H 2.5714 1.0188 1.8345
C 1.9592 2.2328 -1.1681
C 1.8724 1.4959 1.1111
C -0.4623 0.4587 0.4345
C -1.2865 -1.7443 -0.3828
H -2.1437 -0.2567 1.4902
O 2.8365 -0.9748 0.2212
C 1.8418 -1.8106 0.2631
C -2.6943 -1.2528 -0.8031
H -2.8499 -1.3600 -1.8152
H 1.4669 3.1764 -0.8962
C -0.2032 -0.7596 -0.2595
H -2.5032 0.9174 -1.1407
H -1.3134 -2.0631 0.5782
H -0.2143 1.1138 -0.3434
H 1.0665 -1.8376 -1.7866
C 0.5568 0.7006 1.6108
C 2.2370 -0.1330 -0.8336
C -2.8466 0.2317 -0.4381
H 1.7804 2.4808 1.3176
C 2.0209 1.2081 -0.2906
H 2.9391 -0.1946 -1.6260
```

## Properties
Orbital gap (spin up / spin down) (eV): 7.88 / 7.88
Net charge: +1
HOMO level (spin up / spin down) (eV): -13.3 / -13.3
Lowest unoccupied orbital energy (spin up / spin down) (eV): -5.4 / -5.4



Below is a structure of composition C44H36IMgN5Si, with properties calculated with ωB97M-V with the def2-TZVPD basis set.

XYZ file:
```
88
Properties=species:S:1:pos:R:3
H -3.0628 1.0438 3.6897
H 1.1874 -3.5225 3.0544
C 2.7724 1.0136 3.0001
H 3.0162 1.0515 4.0513
H 0.8176 0.8607 -1.3709
H -3.0117 2.2507 -0.3292
C -0.1166 4.8531 -3.8696
H -3.6452 1.0463 -3.2204
H 4.9679 0.9045 -2.3963
H -0.2767 2.7690 -1.2111
H -3.3232 -1.5495 0.0252
Si -2.4413 1.0568 -2.3076
H 2.5375 -9.0135 -0.5282
H 0.5191 -5.9732 -2.4183
C 0.5680 0.9752 4.9540
C -1.1546 4.3186 -4.6212
C -0.0570 -2.3922 -2.5980
C -1.0065 -1.9962 -4.7694
C 0.0461 4.1639 1.1976
H 1.0108 4.6981 -2.0493
I 1.8714 6.6028 1.0519
N 1.5081 -7.5886 -1.6188
H -3.3637 -4.0358 0.0468
C -2.5400 -3.5024 0.5060
C 0.1983 4.2896 -2.6404
C 0.0433 5.5414 1.1071
C 2.8520 0.8725 -2.0139
C -1.5317 2.6095 -2.9362
H -1.4152 4.7669 -5.5741
H 0.2830 -3.6495 -4.3029
Mg -1.0216 0.8151 1.0031
C -2.0261 1.0229 4.0281
H 2.0708 -5.6607 2.6749
N -1.5802 -1.4112 1.1252
H 0.1782 -1.4688 2.1828
N 1.1342 0.9437 1.2438
H -0.5739 -0.9795 -1.0923
C 3.5211 0.9623 0.6952
C 4.5149 0.9535 -0.2930
C -0.4802 0.9870 5.8579
H -2.6172 1.0287 6.1065
H -3.4414 0.5611 -0.1217
H 0.9645 3.5843 1.2057
C 3.8110 1.0074 2.0881
H 2.4930 -7.7349 1.6046
C 2.1440 0.9309 0.3200
C -2.2326 4.1337 1.2918
C -1.8473 3.2086 -4.1561
H 5.5532 0.9741 0.0236
C -1.7917 1.0182 5.3992
H -1.5079 -5.2669 1.1431
C -0.5741 -2.0761 1.6869
H -0.2765 0.9713 6.9241
C -1.4924 -4.1904 1.0822
H -2.2763 -0.2775 -4.9415
C 1.8506 0.8903 -1.0544
C -2.3165 5.5082 1.1815
C 2.0317 -7.3398 0.7065
C -1.1452 6.2504 1.0741
C 1.3772 -6.0703 0.7420
C 1.4376 0.9792 2.5882
H -2.6517 2.7878 -4.7520
C -0.5117 3.1910 -2.1798
N -1.0834 3.4632 1.2709
H 4.8444 1.0352 2.4166
H -3.1219 3.5255 1.4027
N 0.8494 -5.6115 -0.4423
C -1.5099 -0.4732 -2.9475
C 0.7435 -4.0866 2.2387
C 0.9501 -6.3803 -1.5026
H 0.5461 -2.9936 -1.9281
H -1.1634 7.3255 0.9707
H 1.5717 0.9508 5.3613
C 4.1890 0.9095 -1.6421
C 1.3715 -5.2947 1.9267
C 2.0589 -8.0388 -0.4644
H -1.1270 -2.2902 -5.8065
C 0.3271 0.9841 3.5670
H 2.5842 0.8179 -3.0633
C -0.6979 -1.2550 -2.1273
C -1.0009 0.9993 3.0797
C -2.6589 1.2302 -0.4981
H -3.2771 6.0066 1.1729
C -1.6498 -0.8691 -4.2793
C -0.2116 -2.7622 -3.9252
C -0.4153 -3.4747 1.6530
C -2.5392 -2.1152 0.5128
H 0.4499 5.6988 -4.2423
```

## Properties
Orbital gap (spin up / spin down) (eV): 3.33 / 3.01
Net charge: -2
HOMO level (spin up / spin down) (eV): -0.1 / 0.3
Lowest unoccupied orbital energy (spin up / spin down) (eV): 3.3 / 3.3